No. 1
3 unconnected molecules or ions with the total composition C2H9O3 in a non-equilibrium geometry. Source: the OMol25 dataset; level of theory: ωB97M-V with the def2-TZVPD basis set.

Last column: Löwdin charge in e.
Atoms and positions in Å:
O1 -0.10 0.93 -1.95  -0.45
O2 -1.11 0.79 0.37  -0.19
O3 2.56 1.37 -1.20  -0.14
C1 -0.18 -1.13 1.46  -0.11
C2 -1.31 -0.61 0.55  -0.36
H1 1.77 1.32 -1.80  -0.02
H2 -0.32 -2.17 1.76  0.05
H3 -1.32 -1.05 -0.44  0.10
H4 0.75 -0.93 0.91  0.07
H5 2.06 1.55 -0.39  0.01
H6 -0.83 0.93 -0.61  -0.01
H7 0.43 0.14 -2.08  -0.10
H8 -0.16 -0.47 2.33  0.06
H9 -2.24 -0.68 1.10  0.08

As for the multiplicity: 1. Its energy relative to the best compared isomer or geometry (same formula, charge and spin) is 37.67 kJ/mol. The value obtained for the total energy is -307.33220 hartree. The calculation puts the molecular weight at 81.09 g mol⁻¹. The HOMO-LUMO gap is 0.2999 Ha. The net charge is -1. The calculation puts the HOMO energy at -3.94 eV.

---

No. 2
2 unconnected molecules or ions with the total composition C2H3ClN in a non-equilibrium geometry. Source: the OMol25 dataset; level of theory: ωB97M-V with the def2-TZVPD basis set.

Last column: Löwdin charge in e.
Atoms and positions in Å:
Cl1 -2.86 0.19 0.01  0.18
N1 0.06 0.45 -0.01  0.03
C1 0.63 1.44 -0.03  0.38
C2 -0.38 -0.79 0.04  0.07
H1 1.09 2.37 0.17  0.15
H2 -1.00 -1.19 -0.78  0.08
H3 0.01 -1.39 0.81  0.12

As for the multiplicity: 1. Its energy relative to the best compared isomer or geometry (same formula, charge and spin) is 276.49 kJ/mol. The value obtained for the total energy is -592.48943 hartree. The calculation puts the molecular weight at 76.51 g mol⁻¹. The HOMO-LUMO gap (spin up / spin down) is 0.2539 / 0.2539 Ha. The net charge is +1. The calculation puts the HOMO energy (spin up / spin down) at -15.61 / -15.62 eV.

---

No. 3
A molecular structure, C28H32Cl3MgN2O2Te. Source: the OMol25 dataset; level of theory: ωB97M-V with the def2-TZVPD basis set.

Last column: Löwdin charge in e.
Atoms and positions in Å:
Te1 1.55 -1.03 -1.89  1.41
Cl1 -5.50 -2.49 3.07  0.59
Cl2 -4.15 -0.16 4.13  0.64
Cl3 -4.23 -0.62 1.28  0.68
Mg1 -1.54 0.09 1.42  0.46
O1 -2.75 -3.21 3.65  0.02
O2 -1.76 -1.55 2.50  -0.13
N1 -1.74 2.09 -0.97  -0.26
N2 0.48 0.34 2.22  -0.31
C1 -4.13 -1.40 2.86  -1.46
C2 -2.03 -0.27 -1.71  -0.30
C3 1.27 1.41 1.63  -0.07
C4 -1.49 -0.79 -0.52  -0.21
C5 3.95 -2.56 -2.70  -0.30
C6 -2.57 1.14 -1.70  -0.19
C7 -0.81 2.88 4.50  -0.07
C8 -1.13 -2.15 -0.58  -0.23
C9 -0.92 1.86 3.56  -0.28
C10 -1.76 3.89 4.54  -0.12
C11 2.86 -2.74 -1.68  -0.41
C12 5.69 -3.43 -4.13  -0.10
C13 0.07 0.71 3.58  -0.18
C14 -2.47 3.32 -0.71  -0.11
C15 4.69 -3.63 -3.19  -0.05
C16 -1.82 -2.38 -2.87  -0.14
C17 -1.31 -2.94 -1.72  -0.16
C18 -2.89 2.84 2.70  -0.17
C19 -2.82 3.85 3.65  -0.12
C20 -1.95 1.81 2.59  -0.15
C21 5.23 -1.07 -4.09  -0.05
C22 1.24 -0.90 2.23  -0.09
C23 -2.16 -1.04 -2.87  -0.08
C24 4.22 -1.27 -3.16  -0.31
C25 5.96 -2.15 -4.58  -0.10
C26 -0.53 2.38 -1.71  -0.11
C27 3.40 -0.13 -2.61  -0.43
C28 -2.73 -2.17 3.02  -0.77
H1 3.21 0.62 -3.37  0.05
H2 -1.90 3.96 -0.04  0.08
H3 1.50 1.17 0.59  0.05
H4 0.02 1.45 -1.87  0.02
H5 -3.41 3.07 -0.22  0.07
H6 6.24 -4.28 -4.52  0.09
H7 2.32 -3.67 -1.85  0.05
H8 -3.54 1.12 -1.20  0.11
H9 -0.75 -2.63 0.32  0.09
H10 2.21 1.57 2.17  0.09
H11 0.02 2.88 5.21  0.10
H12 -2.57 -0.59 -3.77  0.10
H13 1.54 -1.14 1.21  0.04
H14 -1.95 -2.97 -3.77  0.09
H15 -0.74 2.83 -2.69  0.09
H16 0.69 2.34 1.64  0.09
H17 3.28 -2.76 -0.67  0.06
H18 -3.74 2.85 2.02  0.07
H19 -2.70 3.87 -1.64  0.08
H20 -0.42 -0.16 4.03  0.12
H21 6.74 -1.99 -5.32  0.09
H22 -1.67 4.69 5.26  0.09
H23 4.47 -4.63 -2.83  0.11
H24 0.11 3.07 -1.14  0.08
H25 -1.08 -4.01 -1.69  0.09
H26 3.93 0.35 -1.79  0.05
H27 -2.74 1.50 -2.73  0.12
H28 2.15 -0.82 2.85  0.09
H29 0.62 -1.71 2.61  0.08
H30 -3.60 4.61 3.70  0.09
H31 0.95 0.96 4.20  0.12
H32 5.45 -0.07 -4.44  0.11

As for the multiplicity: 1. The value obtained for the total energy is -3194.93813 hartree. The calculation puts the molecular weight at 686.84 g mol⁻¹. The HOMO-LUMO gap is 0.2700 Ha. The net charge is -1. The calculation puts the HOMO energy at -5.15 eV.

---

No. 4
C18H25N3O5 in the gas phase. Source: the OMol25 dataset; level of theory: ωB97M-V with the def2-TZVPD basis set.

Last column: Löwdin charge in e.
Atoms and positions in Å:
O1 -3.53 -2.30 1.71  -0.08
O2 3.94 1.24 1.58  0.05
O3 -1.26 -0.47 -2.18  -0.08
O4 -0.94 2.03 1.29  -0.07
O5 1.05 1.95 -1.58  0.08
N1 4.68 -0.75 0.90  0.08
N2 -0.57 2.11 -0.06  -0.05
N3 2.33 -1.28 -0.41  -0.12
C1 2.60 0.11 -0.06  -0.20
C2 -0.09 -1.65 -0.53  -0.15
C3 1.39 0.83 0.54  -0.01
C4 3.78 0.25 0.90  -0.44
C5 -1.46 4.21 0.57  -0.11
C6 -1.20 3.28 -0.64  -0.11
C7 0.65 1.67 -0.47  -0.43
C8 -1.31 -1.14 -0.99  -0.22
C9 3.54 -1.90 -0.89  -0.18
C10 -4.78 -1.78 1.32  -0.09
C11 4.50 -2.04 0.28  -0.16
C12 1.18 -1.43 -1.30  -0.11
C13 -0.94 3.38 1.75  -0.16
C14 -1.23 -2.57 1.39  -0.01
C15 -0.08 -2.37 0.66  -0.03
C16 -2.44 0.13 -2.67  -0.08
C17 -2.48 -1.34 -0.26  0.05
C18 -2.44 -2.05 0.93  -0.27
H1 -5.48 -2.08 2.09  0.09
H2 1.76 1.51 1.31  0.13
H3 -0.53 3.70 -1.38  0.12
H4 -0.93 5.15 0.48  0.11
H5 4.09 -2.76 1.00  0.12
H6 -2.53 4.41 0.67  0.11
H7 4.02 -1.31 -1.70  0.13
H8 5.47 -2.41 -0.07  0.12
H9 -3.19 -0.62 -2.94  0.10
H10 1.06 -0.56 -1.96  0.12
H11 0.07 3.68 2.03  0.12
H12 -1.23 -3.12 2.31  0.11
H13 -4.76 -0.68 1.26  0.10
H14 -2.14 0.68 -3.56  0.10
H15 -1.59 3.41 2.63  0.12
H16 -2.87 0.83 -1.95  0.08
H17 2.89 0.69 -0.97  0.16
H18 -3.41 -0.95 -0.63  0.09
H19 -5.11 -2.19 0.36  0.10
H20 0.71 0.12 1.02  0.12
H21 -2.14 2.99 -1.13  0.11
H22 0.86 -2.75 1.01  0.11
H23 5.43 -0.65 1.57  0.15
H24 1.35 -2.30 -1.94  0.13
H25 3.30 -2.89 -1.28  0.12

As for the multiplicity: 1. Its energy relative to the best compared isomer or geometry (same formula, charge and spin) is 341.25 kJ/mol. The value obtained for the total energy is -1241.31622 hartree. The calculation puts the molecular weight at 363.41 g mol⁻¹. The HOMO-LUMO gap is 0.3143 Ha. The SMILES is COc1ccc(CN2CCNC(=O)[C@@H]2CC(=O)N2CCCO2)c(OC)c1. The calculation puts the HOMO energy at -7.89 eV.

---

No. 5
A molecular structure, C7H21O5 in a non-equilibrium geometry. Source: the OMol25 dataset; level of theory: ωB97M-V with the def2-TZVPD basis set.

Last column: Löwdin charge in e.
Atoms and positions in Å:
O1 0.61 0.90 1.80  -0.17
O2 0.89 -3.08 1.36  -0.25
O3 -0.66 3.64 -2.05  -0.04
O4 -0.45 -1.29 2.40  -0.24
O5 2.64 -2.53 -0.55  -0.09
C1 -0.93 -0.23 -1.05  -0.33
C2 -0.96 -1.48 -0.63  0.05
C3 -2.18 0.61 -1.05  -0.19
C4 -2.28 1.41 0.29  -0.08
C5 0.33 0.42 -1.54  -0.17
C6 1.50 0.66 0.78  -0.31
C7 0.97 1.36 -0.50  -0.17
H1 -1.09 2.84 -1.71  -0.02
H2 -3.34 1.39 0.66  0.08
H3 -0.09 -2.14 -0.62  0.06
H4 1.82 1.97 -0.97  0.12
H5 2.43 1.12 1.11  0.10
H6 -3.06 -0.01 -1.12  0.09
H7 -1.84 -1.97 -0.27  0.07
H8 -1.71 0.94 1.08  0.05
H9 1.64 -0.43 0.60  0.10
H10 -2.22 1.30 -1.91  0.10
H11 1.01 -0.38 -1.86  0.11
H12 -1.98 2.45 0.15  0.05
H13 0.16 0.98 -2.45  0.10
H14 -1.21 -1.30 1.84  -0.04
H15 0.19 2.11 -0.18  0.09
H16 2.43 -1.69 -0.62  -0.12
H17 0.31 -2.20 1.88  -0.01
H18 2.03 -2.80 0.24  0.01
H19 0.16 -0.05 2.11  0.03
H20 1.33 -3.47 2.14  0.03
H21 0.14 3.67 -1.58  -0.01

As for the multiplicity: 1. Its energy relative to the best compared isomer or geometry (same formula, charge and spin) is 34.52 kJ/mol. The value obtained for the total energy is -655.51461 hartree. The calculation puts the molecular weight at 185.24 g mol⁻¹. The HOMO-LUMO gap is 0.3220 Ha. The net charge is -1. The calculation puts the HOMO energy at -5.43 eV.

---

No. 6
C2ClF2N in the gas phase in a non-equilibrium geometry. Source: the OMol25 dataset; level of theory: ωB97M-V with the def2-TZVPD basis set.

Last column: Löwdin charge in e.
Atoms and positions in Å:
Cl1 1.11 1.19 1.03  0.84
F1 -1.33 0.46 0.50  0.05
F2 -0.05 1.14 -1.15  0.12
N1 0.15 -2.23 -0.33  0.12
C1 0.19 -1.14 -0.06  -0.15
C2 -0.07 0.58 0.01  -0.98

As for the multiplicity: 1. Its energy relative to the best compared isomer or geometry (same formula, charge and spin) is 97.91 kJ/mol. The value obtained for the total energy is -790.82894 hartree. The calculation puts the molecular weight at 111.48 g mol⁻¹. The HOMO-LUMO gap is 0.4766 Ha. The SMILES is N#CC(F)(F)Cl. The calculation puts the HOMO energy at -12.41 eV.